No. 1
C44H121N11O11 | ωB97M-V/def2-TZVPD

```
! RIJCOSX wB97M-V def2-TZVPD def2/J DEFGRID3
* xyz 0 1
C -4.69785 -1.33295 -1.11798
O -4.43951 -2.70367 -1.31998
C -5.36223 -3.22546 -2.27646
C -5.03039 -4.75002 -2.29461
C -5.87286 -5.68982 -3.14515
N -4.96157 -5.23233 -0.91222
H -5.66169 -1.06850 -0.67293
H -4.68338 -0.79897 -2.07787
H -3.88405 -0.91901 -0.52359
H -6.41431 -3.18946 -1.96989
H -5.24293 -2.76926 -3.26171
H -4.01150 -4.91472 -2.66724
H -5.42770 -6.66483 -3.31537
H -5.74472 -5.25967 -4.15034
H -6.91609 -5.55477 -2.85790
H -4.59602 -4.38870 -0.46873
H -5.90396 -5.19678 -0.51142
C 2.79835 -1.17747 7.97329
O 2.86515 -1.58915 6.59202
C 2.38484 -0.70162 5.63001
C 0.90660 -0.33006 5.76013
C -0.10314 -1.44153 5.99632
N 0.36365 0.41354 4.61359
H 3.20501 -0.16869 8.05264
H 3.35044 -1.95111 8.49646
H 1.74371 -1.22074 8.24804
H 2.96804 0.23019 5.59700
H 2.61382 -1.22523 4.69757
H 0.74627 0.32824 6.62884
H 0.01892 -2.23461 5.25850
H -1.11595 -1.03819 6.01689
H -0.02953 -1.83372 7.01557
H 0.96159 1.21389 4.38637
H -0.47030 0.93187 4.87544
C 4.18141 0.79070 -0.22353
O 3.06329 -0.05780 -0.09704
C 2.10723 0.49368 0.77475
C 0.85467 -0.38853 0.79028
C 0.10756 -0.43550 -0.57550
N -0.10701 0.08341 1.81470
H 3.91469 1.84244 -0.36234
H 4.86494 0.44103 -0.99587
H 4.74839 0.72318 0.71016
H 2.42945 0.62146 1.81633
H 1.80376 1.50008 0.45529
H 1.30035 -1.35372 1.06240
H 0.52313 -1.14594 -1.29219
H 0.08744 0.48425 -1.16882
H -0.94666 -0.66667 -0.41133
H 0.36217 0.03893 2.74031
H -0.73965 -0.71504 1.81623
C -1.42087 -2.93289 -2.99541
O -2.03372 -3.60612 -4.09388
C -1.88235 -2.90365 -5.33196
C -2.95611 -3.40021 -6.29800
C -2.77154 -4.87682 -6.63214
N -2.80629 -2.65246 -7.56527
H -0.66305 -3.58796 -2.55814
H -2.26733 -2.89186 -2.30519
H -1.05861 -1.91543 -3.14274
H -1.85152 -1.81619 -5.23329
H -0.90801 -3.23596 -5.72013
H -3.93560 -3.14367 -5.89320
H -1.84898 -5.03541 -7.19093
H -3.63297 -5.30503 -7.13996
H -2.64726 -5.42214 -5.69298
H -1.92948 -2.79851 -8.05213
H -2.79660 -1.65688 -7.36013
C 11.61866 -2.92417 1.26043
O 11.46762 -1.53795 1.31394
C 10.43356 -0.87976 0.58530
C 9.12718 -1.11458 1.35680
C 7.86355 -0.69018 0.67983
N 9.26835 -0.54233 2.69921
H 10.73646 -3.43583 1.67513
H 12.50380 -3.16718 1.83886
H 11.60083 -3.38512 0.26359
H 10.75791 0.15444 0.47110
H 10.41877 -1.31833 -0.42207
H 9.01507 -2.20267 1.38295
H 6.97321 -0.82849 1.28716
H 7.80780 -1.19816 -0.28823
H 7.83250 0.35512 0.34361
H 9.41381 0.46579 2.66995
H 10.20646 -0.83026 2.97556
C -2.08193 1.59420 -3.16111
O -3.33663 1.39118 -3.75333
C -4.42299 2.09537 -3.19737
C -5.68074 2.17320 -4.07851
C -6.91429 2.50972 -3.25404
N -5.87542 0.84294 -4.66452
H -1.69697 2.56528 -3.47924
H -1.42817 0.76292 -3.42479
H -2.13855 1.55480 -2.06645
H -4.64102 1.61379 -2.23545
H -4.10899 3.11752 -2.93898
H -5.45031 2.92147 -4.84041
H -7.84446 2.06496 -3.59849
H -6.94490 3.57973 -3.04214
H -6.81360 2.06414 -2.25542
H -5.98712 0.14313 -3.92777
H -4.92318 0.55366 -4.90647
C -0.99700 3.59860 0.19806
O -1.57678 4.16620 -0.95979
C -1.88837 5.55344 -0.73921
C -2.54923 6.00776 -2.02319
C -1.67777 5.90330 -3.27264
N -3.04884 7.37278 -1.96227
H -0.86584 2.52558 0.06955
H -1.63225 3.74491 1.08032
H -0.05945 4.14168 0.37246
H -2.50463 5.74412 0.14032
H -0.90391 6.02262 -0.62157
H -3.47862 5.44142 -2.14822
H -1.18266 4.92955 -3.31638
H -0.91569 6.68454 -3.33643
H -2.26512 6.04329 -4.18189
H -3.84854 7.52316 -2.56697
H -2.40440 8.02215 -2.40437
C 3.41498 3.26653 5.94815
O 4.23398 2.67520 4.95562
C 5.29160 1.93105 5.58018
C 6.05810 1.18370 4.47458
C 5.25384 0.07118 3.77744
N 7.31395 0.69139 5.04046
H 2.62468 3.82132 5.44864
H 3.90054 3.90406 6.69488
H 3.02857 2.42490 6.54057
H 5.93651 2.58448 6.17042
H 4.88101 1.20397 6.29261
H 6.23770 1.93655 3.70377
H 5.88354 -0.39498 3.01859
H 4.41161 0.50744 3.23722
H 4.84595 -0.75659 4.35986
H 7.01619 0.19893 5.88844
H 7.65054 -0.14216 4.55646
C -3.57292 -5.21783 4.24809
O -3.81713 -4.01736 3.48805
C -3.37474 -3.86437 2.09958
C -2.05691 -4.50998 1.70348
C -0.81482 -4.01115 2.39016
N -1.94848 -4.21689 0.25326
H -3.87373 -5.10897 5.28718
H -2.49874 -5.38467 4.19458
H -4.19071 -6.00502 3.81397
H -4.25595 -4.25607 1.59650
H -3.17800 -2.79500 2.07088
H -2.10333 -5.59026 1.89478
H 0.07295 -4.58415 2.11480
H -0.89369 -4.13944 3.47348
H -0.59995 -2.96364 2.17110
H -1.26847 -4.89783 -0.07711
H -2.80958 -4.48157 -0.20967
C 2.60532 3.43735 -3.09959
O 2.28854 3.73007 -4.43500
C 3.29161 4.49391 -5.06325
C 2.74654 5.04881 -6.37524
C 2.56734 4.03658 -7.49003
N 3.50119 6.22745 -6.90683
H 1.95358 2.63684 -2.74096
H 2.46958 4.33401 -2.48810
H 3.59099 2.95786 -3.05423
H 3.54439 5.37022 -4.45354
H 4.22549 3.96006 -5.26699
H 1.79553 5.54869 -6.16458
H 2.12628 4.49346 -8.37856
H 1.91116 3.24438 -7.12791
H 3.50348 3.63294 -7.88034
H 3.85615 6.81730 -6.16367
H 2.84561 6.77635 -7.44493
C -5.27528 2.03519 0.82721
O -5.47283 0.97276 1.76080
C -4.25323 0.48563 2.30380
C -4.60715 -0.36523 3.49946
C -3.41583 -0.66644 4.40542
N -5.23459 -1.63402 3.09402
H -6.14518 2.67629 0.95964
H -5.12216 1.69657 -0.19765
H -4.39211 2.60216 1.13807
H -3.62400 0.02250 1.53037
H -3.58329 1.30396 2.60722
H -5.41422 0.19040 3.98285
H -2.98164 0.24705 4.82385
H -2.67194 -1.31749 3.94517
H -3.75491 -1.21636 5.28770
H -4.49612 -2.31578 2.89138
H -5.63622 -2.04101 3.93336
*
```

Its HOMO energy is -0.3238 Eh. The HOMO-LUMO gap comes out at 0.3392 hartree. The molar mass is 980.5 g mol⁻¹. The SMILES is COC[C@H](C)N.COC[C@H](C)N.COC[C@H](C)N.COC[C@H](C)N.COC[C@H](C)N.COC[C@H](C)N.COC[C@H](C)N.COC[C@H](C)N.COC[C@H](C)N.COC[C@H](C)N.COC[C@H](C)N. The LUMO energy comes out at 0.42 eV. Its energy above the lowest of the compared OMol25 structures with the same formula, charge and spin is 103.9 kcal/mol. The strongest force on any atom is 2.64 eV Å⁻¹.

Here are the Löwdin charges for atoms 1 to 6, given in e: -0.090 -0.228 -0.162 -0.438 -0.054 0.032

No. 2
C7H16NO5P | ωB97M-V/def2-TZVPD

```
! RIJCOSX wB97M-V def2-TZVPD def2/J DEFGRID3
* xyz 0 1
C 2.46811 -0.98873 1.72960
O 1.12923 -0.55318 1.16592
C 1.31829 -0.11181 -0.17568
C 1.99415 -0.87936 -1.17862
C 1.02697 1.39582 -0.32854
C 0.77507 2.32813 0.87732
N -0.08699 0.47454 -0.59853
O -0.52846 0.42733 -1.81939
P -1.30838 -0.14014 0.64099
O -1.29419 0.49338 1.92943
O -1.12663 -1.73714 0.64438
C -1.56963 -2.53967 -0.48204
O -2.54363 0.18808 -0.20447
C -3.10398 1.51882 -0.71644
H 2.66758 -2.04940 1.57248
H 2.10640 -0.96692 2.86528
H 3.29865 -0.37330 1.35244
H 1.39183 -0.70326 -2.12565
H 2.97468 -0.49034 -1.25354
H 2.05819 -1.98861 -1.03804
H 1.37846 1.85149 -1.26777
H -0.03081 3.03639 0.60078
H 1.52429 3.01535 1.21148
H 0.47070 1.62239 1.63496
H -0.75206 -2.87625 -1.20058
H -2.31216 -1.93671 -1.14960
H -2.17203 -3.42110 -0.21023
H -3.39041 2.17938 0.02807
H -4.07730 1.27097 -1.16034
H -2.28593 1.95386 -1.34367
*
```

Its HOMO energy is -0.2990 Eh. The HOMO-LUMO gap comes out at 0.3267 hartree. The molar mass is 225.2 g mol⁻¹. The SMILES is CO[C@]1(C)[C@H](C)[N@+]1([O-])P(=O)(OC)OC. The LUMO energy comes out at 0.75 eV. Its energy above the lowest of the compared OMol25 structures with the same formula, charge and spin is 132.5 kcal/mol. The strongest force on any atom is 4.08 eV Å⁻¹.

Here are the Löwdin charges for atoms 1 to 6, given in e: 0.001 -0.197 -0.420 -0.012 -0.138 -0.018

No. 3
C49H58AsGeN3O7STl | ωB97M-V/def2-TZVPD

```
! RIJCOSX wB97M-V def2-TZVPD def2/J DEFGRID3
* xyz -2 2
Tl 0.44195 0.74942 -0.11887
C 4.94016 -1.16011 3.13761
C 3.43938 -1.27093 3.41356
C 2.76350 -2.53313 2.80808
C 3.20106 -1.43697 4.95006
O 2.70072 -0.13905 2.95218
Ge 3.41597 1.52807 2.51766
O 3.45968 1.29818 0.67266
C 4.44751 1.81944 -0.30778
C 4.20107 0.95124 -1.54717
C 4.14604 3.29220 -0.60927
C 5.89977 1.75557 0.14547
O 1.80139 2.39494 2.75149
C 1.43272 3.56129 3.56388
C 0.13248 4.07994 3.03085
C 2.50102 4.71402 3.52987
C 1.37975 3.11412 5.04328
H 5.45893 -2.08104 3.38227
H 5.47138 -0.43056 3.75762
H 5.10078 -0.86567 2.07793
H 3.18485 -3.47964 3.25377
H 2.87326 -2.63359 1.71065
H 1.70743 -2.48814 3.02505
H 3.62226 -2.36597 5.35629
H 2.14793 -1.50891 5.18232
H 3.54912 -0.58430 5.54451
H 3.19968 1.05566 -1.91400
H 4.43912 -0.08683 -1.24377
H 4.86322 1.23354 -2.37691
H 3.11851 3.42968 -1.00060
H 4.82609 3.71688 -1.33821
H 4.20534 3.92989 0.30471
H 6.22029 0.76440 0.46456
H 6.06925 2.39587 1.02090
H 6.55539 2.10784 -0.69068
H 0.30830 4.32634 1.96648
H -0.18062 5.01234 3.57833
H -0.70513 3.36944 3.15544
H 2.80371 4.93742 2.46069
H 3.40841 4.32810 3.97682
H 2.21864 5.67990 3.98070
H 0.53404 2.38866 5.15352
H 1.13972 3.96124 5.69211
H 2.28816 2.59137 5.42412
O -0.93332 -1.76545 -0.77742
N 0.26567 0.55725 -6.59412
C 0.59186 0.19725 -7.85981
C 1.76851 0.55232 -8.54519
C 2.62299 1.48942 -7.85385
C 2.32652 1.96994 -6.59418
C 1.09382 1.48362 -5.99997
S 0.76366 2.18677 -4.57638
H -0.12464 -0.50666 -8.30450
H 2.08364 0.05413 -9.49646
H 3.51686 1.87517 -8.26215
H 2.93781 2.67169 -5.95898
C 4.09705 -4.11297 -2.56976
C 3.54737 -5.38499 -2.31197
C 2.33349 -5.46203 -1.71588
C 1.63272 -4.29984 -1.34674
C 2.21187 -3.01775 -1.57964
C 3.43946 -2.96237 -2.17688
N 0.49229 -4.28764 -0.54644
N 0.09041 -5.47134 -0.22685
C -0.98693 -5.58824 0.59347
C -1.04068 -6.76703 1.34690
C -1.60475 -6.78146 2.59062
C -2.24728 -5.65099 3.08656
C -2.49453 -4.62496 2.20059
C -1.93395 -4.54195 0.91188
H 5.08689 -4.13190 -3.02115
H 4.09546 -6.26277 -2.61958
H 1.86679 -6.39560 -1.39779
H 1.65357 -2.15220 -1.18006
H 3.93465 -1.99958 -2.34603
H -0.61737 -7.67680 0.97451
H -1.54257 -7.69231 3.20929
H -2.34631 -5.56144 4.15907
H -3.00341 -3.72500 2.55322
O 0.02781 0.01624 2.24003
H 0.94845 -0.26876 2.58878
H -0.07784 0.84365 2.75355
C -2.25745 -4.69917 -2.11131
O -2.11542 -3.26917 -1.93918
C -1.58350 -2.79395 -0.76402
O -2.07592 -3.28743 0.38853
H -2.49666 -4.78456 -3.20791
H -3.04146 -5.15792 -1.45064
H -1.27760 -5.16505 -1.97694
C -4.21008 6.53043 0.63402
C -4.82727 5.52261 1.37997
C -4.68038 4.15589 1.09510
C -3.89603 3.83404 -0.00754
C -3.27865 4.82356 -0.79862
C -3.37950 6.15673 -0.42824
As -3.23320 2.00256 -0.31917
C -4.34055 1.54372 -1.88891
C -4.01867 1.69556 -3.22287
C -4.87339 1.16300 -4.17583
C -6.08699 0.53988 -3.81628
C -6.38072 0.35030 -2.46092
C -5.47260 0.80549 -1.48327
C -5.64134 0.60319 -0.01332
C -6.71033 -0.18235 0.57638
C -6.57110 -0.60192 1.91180
C -5.49614 -0.11766 2.68788
C -4.55896 0.71894 2.10694
C -4.62426 1.07217 0.75023
H -4.35076 7.58484 0.91852
H -5.48573 5.82687 2.17617
H -5.22205 3.41818 1.69742
H -2.69407 4.48832 -1.68284
H -2.73580 6.85459 -0.94471
H -3.06927 2.17821 -3.58156
H -4.57834 1.26543 -5.21983
H -6.78365 0.20470 -4.54352
H -7.25668 -0.26302 -2.23044
H -7.48164 -0.62295 -0.04527
H -7.28179 -1.22175 2.44298
H -5.44674 -0.49213 3.70622
H -3.69358 1.09223 2.65615
*
```

Its HOMO energy (alpha / beta) is -0.0284 / -0.0621 Eh. The HOMO-LUMO gap (alpha / beta) comes out at 0.1618 / 0.1954 hartree. The molar mass is 1185.0 g mol⁻¹. The LUMO energy (alpha / beta) comes out at 3.63 / 3.63 eV. Its energy above the lowest of the compared OMol25 structures with the same formula, charge and spin is 0.0 kcal/mol. The strongest force on any atom is 3.83 eV Å⁻¹. The expectation value of S² is 0.78.

Here are the Löwdin charges for atoms 1 to 6, given in e: 0.889 -0.080 -0.665 -0.031 -0.058 -0.370